12 unconnected molecules or ions with the total composition C30H87N3O21, computed with the ωB97M-V functional and the def2-TZVPD basis.

Calculated values
Energy relative to the best compared isomer or geometry (same formula, charge and spin)   371.5 kJ/mol
HOMO level   -9.21 eV
LUMO level   0.13 eV
Charge   0
Structure (SMILES)   COC[C@H](C)N.COC[C@H](C)N.COC[C@H](C)N.OCCO.OCCO.OCCO.OCCO.OCCO.OCCO.OCCO.OCCO.OCCO
Electronic energy   -79979.8508 eV
Orbital gap   0.3431 hartree

The geometry in XYZ format:
```
141
Properties=species:S:1:pos:R:3:forces:R:3:lowdin_charge:R:1
C -9.4418 13.8514 11.4797 -1.6 -0.3 -0.1 -0.101
O -9.0688 12.5058 11.1355 1.5 1.0 1.7 -0.181
C -7.7374 12.2280 11.6734 1.0 -0.6 -1.2 -0.142
C -7.2316 10.7899 11.3081 -1.6 -1.0 0.8 -0.443
C -5.7513 10.5986 11.1931 0.5 1.6 1.8 -0.077
N -7.8219 10.2447 10.1207 -0.7 1.5 -1.6 0.066
H -8.8898 14.6987 11.0728 0.8 -0.5 -0.4 0.065
H -9.5772 14.0594 12.5410 0.5 -0.5 0.4 0.076
H -10.4610 13.9808 11.1155 0.0 -0.1 -0.4 0.083
H -7.0709 12.9647 11.2248 0.2 0.2 -0.2 0.106
H -7.5655 12.2769 12.7486 -1.0 0.5 0.3 0.124
H -7.6935 10.1263 12.0391 0.5 0.1 0.9 0.131
H -5.3059 10.8007 12.1672 0.1 -0.3 0.4 0.069
H -5.3658 11.4620 10.6509 0.3 -0.6 -0.9 0.066
H -5.4242 9.6017 10.8975 -0.2 0.3 -0.4 0.097
H -8.6910 10.7582 10.0856 -1.3 -0.9 0.2 0.031
H -7.4290 10.8637 9.4260 0.9 -0.4 -1.1 0.025
C -2.3823 16.9318 9.0707 1.0 1.9 0.2 -0.082
O -1.1291 16.6403 9.6869 0.1 -1.2 -0.3 -0.204
C -0.5713 17.6124 10.5642 0.6 -0.5 -1.5 -0.191
C 0.8276 17.0997 11.0779 -1.5 1.4 -0.2 -0.441
C 0.6219 15.8597 11.8110 0.0 -2.5 1.1 -0.092
N 1.3666 18.0440 12.0323 0.4 1.4 0.1 0.027
H -2.2738 17.9680 8.7504 -0.6 0.7 0.3 0.077
H -3.2150 16.8428 9.7684 -0.1 -0.2 -0.2 0.088
H -2.5526 16.5083 8.0809 0.2 -1.1 0.5 0.068
H -0.4378 18.5454 10.0167 0.1 0.3 -0.3 0.113
H -1.2734 17.8513 11.3631 0.1 -0.3 0.6 0.111
H 1.6010 17.0463 10.3117 -0.5 -0.3 -0.4 0.148
H 1.4808 15.6610 12.4520 0.1 0.0 0.0 0.085
H 0.4406 14.9455 11.2457 0.1 0.2 -0.4 0.067
H -0.2427 15.9374 12.4702 -0.1 0.2 0.2 0.087
H 0.6463 18.4223 12.6309 -0.3 -0.3 0.4 0.066
H 1.6469 18.8677 11.5195 0.4 0.2 -0.1 0.068
C -2.3614 13.4211 7.8290 0.0 -0.7 0.4 -0.096
O -2.0659 12.2701 8.6712 -0.2 1.2 0.7 -0.187
C -1.9252 12.6613 10.0879 1.6 -0.2 -0.9 -0.158
C -1.2891 11.5194 10.8859 -1.3 -1.5 1.2 -0.397
C -2.4380 10.5991 11.3863 -0.5 0.1 -0.3 -0.080
N -0.4031 11.9038 12.0025 0.2 0.1 -0.3 0.027
H -1.4904 14.0459 7.6311 0.2 0.2 0.8 0.081
H -3.2037 13.9655 8.2558 0.1 0.3 0.0 0.075
H -2.6500 13.1508 6.8132 -0.2 -0.9 0.2 0.079
H -1.2455 13.5073 10.1893 0.1 0.3 -0.4 0.103
H -2.8516 12.9773 10.5675 -0.5 -0.2 -0.3 0.122
H -0.6375 10.8401 10.3363 -0.1 0.6 -0.9 0.136
H -2.1518 9.6337 11.8036 0.4 0.0 -0.2 0.075
H -3.1406 10.4204 10.5723 0.1 -0.3 -0.2 0.053
H -3.0755 11.0408 12.1522 0.3 0.5 0.2 0.062
H -0.2226 11.0158 12.4486 0.5 -0.1 0.2 0.061
H -0.8107 12.4425 12.7533 -0.6 0.4 -0.2 0.065
O -10.3752 14.1010 4.4799 -1.2 1.8 0.0 -0.058
C -9.1825 13.4634 4.1966 1.9 -1.2 0.5 -0.222
C -7.9258 14.4012 4.2188 -1.5 -0.9 -0.4 -0.199
O -7.8605 15.0237 2.9659 0.2 0.9 -0.8 -0.060
H -11.1053 13.7346 3.9758 0.1 -0.1 0.1 0.115
H -9.1061 12.6708 4.9411 0.6 -0.3 0.0 0.103
H -9.2397 13.0143 3.2051 0.3 -0.2 -0.1 0.127
H -6.9849 13.8551 4.2874 -0.2 -0.3 0.5 0.127
H -8.0067 15.1348 5.0209 0.0 0.0 0.2 0.091
H -8.7494 15.0749 2.6069 -0.1 0.3 0.0 0.085
O -8.6094 17.9154 5.5539 0.6 0.6 -1.1 -0.051
C -7.2460 18.1440 5.9262 0.6 1.6 0.4 -0.223
C -6.3721 18.7047 4.7589 -1.3 -1.3 1.4 -0.205
O -6.1181 17.5458 3.9925 0.5 0.7 -1.1 -0.075
H -9.1456 17.4406 6.1931 0.5 -0.2 0.5 0.040
H -7.1012 18.9337 6.6635 -0.8 -0.2 0.8 0.110
H -6.7942 17.2273 6.3054 0.1 0.2 -0.1 0.084
H -5.4488 19.1457 5.1346 0.2 -0.5 0.2 0.115
H -6.8688 19.5417 4.2682 -0.4 -0.2 -0.5 0.120
H -6.9993 17.1766 3.8989 -0.1 -0.7 -0.5 0.063
O -6.3271 15.7571 14.8619 -0.7 0.4 -0.4 -0.061
C -7.1443 15.8482 13.6819 0.4 -0.6 -0.2 -0.223
C -7.6456 17.2730 13.3528 -0.3 -0.4 2.0 -0.209
O -6.7652 18.2430 13.9286 0.2 0.0 -1.1 -0.079
H -5.5308 16.2662 14.6932 0.2 0.1 0.0 0.082
H -6.6088 15.3857 12.8528 0.1 0.1 -0.2 0.104
H -8.0042 15.2106 13.8874 0.0 0.0 -0.1 0.103
H -8.5475 17.3699 13.9572 -0.6 0.1 -0.6 0.116
H -7.8649 17.4676 12.3029 0.3 0.0 0.1 0.117
H -6.8470 18.0474 14.8649 0.4 0.3 0.3 0.089
O -4.0405 16.3201 5.5799 -0.1 -0.4 1.2 -0.063
C -2.8224 16.1793 4.9212 0.3 1.1 -1.8 -0.239
C -2.2216 17.5544 4.6260 0.9 -0.3 0.6 -0.246
O -2.9198 18.2915 3.6334 -0.1 -0.3 0.1 -0.054
H -4.5140 16.9985 5.0929 -0.7 0.0 -0.3 0.045
H -2.1052 15.5251 5.4171 -0.2 0.2 0.5 0.115
H -3.0064 15.7690 3.9282 0.0 -0.5 -0.2 0.124
H -1.1948 17.4381 4.2790 0.2 -0.3 0.1 0.118
H -2.1865 18.1417 5.5435 0.0 0.0 0.3 0.114
H -2.2237 18.8428 3.2685 -0.4 0.3 -0.3 0.084
O -5.8751 14.5608 7.3634 -0.4 -0.5 0.7 -0.074
C -7.1260 15.0276 7.8758 0.1 0.7 0.3 -0.202
C -7.0200 15.9411 9.1061 0.6 0.2 -0.8 -0.213
O -6.3342 17.1332 8.7241 -0.2 -0.7 -0.3 -0.069
H -5.3169 15.2819 7.0635 0.2 0.5 -0.2 0.060
H -7.6363 15.5597 7.0730 -0.3 0.0 0.2 0.080
H -7.7223 14.1671 8.1794 0.0 -0.2 -0.3 0.117
H -6.4809 15.4161 9.8946 0.2 -0.1 0.2 0.111
H -8.0168 16.1695 9.4832 -0.3 0.0 -0.1 0.105
H -6.0844 17.6302 9.5065 0.1 0.2 0.4 0.032
O -6.9997 10.1900 6.2355 -0.1 -0.9 1.0 -0.076
C -5.8866 9.8768 7.1226 0.0 1.1 0.2 -0.171
C -5.2987 11.1840 7.6102 1.5 0.5 -1.1 -0.261
O -6.1098 12.0158 8.3652 -1.5 -0.3 0.7 -0.081
H -6.7099 10.5258 5.3841 0.5 0.0 0.1 0.094
H -6.1371 9.2899 8.0063 -1.1 -0.2 -0.5 0.116
H -5.1109 9.3295 6.5871 0.0 0.0 -0.1 0.121
H -5.0412 11.6818 6.6753 0.2 0.5 -0.2 0.117
H -4.3551 11.0962 8.1486 0.3 -0.8 0.0 0.109
H -5.8968 12.9355 8.1907 0.3 0.3 -0.4 0.041
O -5.6532 18.6238 11.0173 0.5 -0.6 0.4 -0.071
C -5.2530 19.9318 11.3439 0.0 1.0 0.2 -0.227
C -3.8435 20.1196 11.8514 1.0 -0.9 0.8 -0.203
O -3.6886 19.5509 13.1921 -0.7 0.2 -0.9 -0.079
H -5.7733 18.2622 11.8985 -0.1 -0.8 0.1 0.057
H -5.3557 20.5152 10.4289 -0.2 0.3 0.2 0.132
H -5.9298 20.2398 12.1409 -0.1 0.7 -0.2 0.125
H -3.5484 21.1687 11.8740 -0.4 0.2 -0.1 0.119
H -3.1435 19.6166 11.1842 0.1 -0.1 -0.2 0.099
H -2.8000 19.7057 13.5208 0.1 0.1 -0.2 0.072
O -12.3225 18.5638 7.6136 1.1 -0.5 0.4 -0.057
C -11.4072 17.4993 7.9722 -0.9 -0.7 0.2 -0.219
C -11.3980 16.4770 6.8563 0.5 0.4 -1.6 -0.266
O -10.3926 15.4980 6.9141 0.8 -0.1 1.4 -0.081
H -13.2049 18.2266 7.7849 -0.1 0.0 0.0 0.081
H -10.3943 17.8482 8.1733 -0.1 0.5 -0.3 0.118
H -11.7365 17.0093 8.8885 -0.1 0.1 0.3 0.116
H -11.1289 17.0339 5.9588 -0.7 0.5 -0.3 0.115
H -12.3498 15.9782 6.6733 -0.4 0.3 0.3 0.129
H -10.3057 15.1678 6.0168 0.0 -0.5 -0.3 0.034
O -9.7370 10.4380 6.8690 -0.4 0.2 0.9 -0.066
C -9.8194 11.6088 7.6857 -1.0 0.3 -0.5 -0.234
C -11.0438 11.5325 8.6223 0.7 -1.0 -0.9 -0.207
O -12.2425 11.1147 7.9174 0.6 1.2 0.8 -0.067
H -8.8257 10.3288 6.5872 0.5 -0.2 0.0 0.029
H -8.9416 11.8656 8.2787 0.3 -0.5 0.0 0.088
H -9.9406 12.4472 6.9998 -0.3 0.4 0.0 0.093
H -11.0997 12.4940 9.1327 -0.8 0.1 -0.4 0.104
H -10.8348 10.8191 9.4195 0.0 -0.3 0.0 0.107
H -12.0344 10.2750 7.5012 0.3 -0.1 -0.1 0.071
```
Positions in Å, forces in eV/Å.